The following is a quantum chemistry calculation of one molecule with the formula C14H15NO4S2 in a non-equilibrium geometry, from the OMol25 dataset.

Geometry as ORCA input:
```
! wB97M-V def2-TZVPD RIJCOSX def2/J DEFGRID3
* xyz 0 1
H 3.6824 -1.0791 -2.2153
H -0.9472 -0.6220 3.1957
H -1.4724 -0.9871 -2.2011
C 0.3012 -0.1192 1.5482
H -5.0608 -2.2307 -0.2441
H 2.1427 1.8305 -0.5185
C -3.3930 0.6997 0.0180
C -3.2620 -1.7407 -1.2948
C 1.9038 0.9903 0.1137
O 5.0039 1.4432 -0.1236
C 0.6419 0.9099 0.6762
O 5.2548 -0.9922 0.1684
H -5.1730 -0.0548 0.9165
O 0.2604 3.1872 -0.5622
H 3.5677 0.6941 -2.4467
S -0.5022 2.1926 0.1234
H 5.1376 -0.1281 -2.5934
N -1.3689 1.4141 -1.0835
C 1.2731 -1.0830 1.8263
H 3.2890 -1.7613 1.4640
O -1.3971 2.5935 1.1625
C -4.2997 -1.4848 -0.4147
H -0.7747 1.2460 -1.8807
C -4.3603 -0.2635 0.2375
H -1.6779 -0.9014 1.6192
C 2.8411 0.0209 0.4036
H -3.2109 -2.6867 -1.8131
C 2.5303 -1.0234 1.2547
C -1.0431 -0.2223 2.1886
C -2.3405 0.4362 -0.8538
C 4.1780 -0.1252 -2.0912
S 4.4857 0.1204 -0.3176
C -2.2821 -0.7888 -1.5124
H -3.4307 1.6532 0.5172
H -1.5269 0.7482 2.2271
H 1.0299 -1.8859 2.5060
*
```

Structure (SMILES): Cc1ccc(S(C)(=O)=O)cc1S(=O)(=O)Nc1ccccc1
Electronic energy in eV: -46111.169
Highest occupied orbital energy in Eh: -0.3358
Relative energy (zero: lowest compared OMol25 entry of this formula, charge and spin) in kcal per mole: 0.0

These are the Löwdin partial charges, in e, on atoms 1 to 2: number 1, H, carries 0.066; number 2, H, carries 0.092

=====

The following is a quantum chemistry calculation of an isolated ion of composition C7H12N2 and charge +2 in a non-equilibrium geometry, from the OMol25 dataset.

Geometry as ORCA input:
```
! wB97M-V def2-TZVPD RIJCOSX def2/J DEFGRID3
* xyz 2 1
H -0.6899 -2.2181 -0.3946
N 0.4112 -0.4247 -0.0230
C 0.0553 1.0038 0.0316
C 1.0637 -0.7217 1.2953
H 0.8708 2.7128 -0.4526
H 1.9735 1.4040 -0.4715
C 1.3028 -0.8800 -1.1322
C -2.0880 -0.6854 -0.0427
H 1.4995 -1.9255 -1.0406
H -3.3224 1.0268 0.4187
N 1.1380 1.8324 -0.1486
C -0.8572 -1.1818 -0.1006
C -1.1996 1.4930 0.1571
H 0.7331 -0.0215 2.0213
H -1.3503 2.5262 0.1719
C -2.3425 0.7035 0.1908
H 0.7107 -0.6939 -2.1025
H 2.1674 -0.2404 -1.2959
H -3.0354 -1.1841 -0.1038
H 0.7825 -1.7581 1.6874
H 2.1770 -0.7674 1.3345
*
```

Structure (SMILES): C[N+]1(C)C=CC=CC1=[NH2+]
Electronic energy in eV: -10413.356
Highest occupied orbital energy in Eh: -0.6946
Relative energy (zero: lowest compared OMol25 entry of this formula, charge and spin) in kcal per mole: 22.9

These are the Löwdin partial charges, in e, on atoms 1 to 2: number 1, H, carries 0.169; number 2, N, carries -0.220

=====

The following is a quantum chemistry calculation of a 2-piece molecular cluster, C3H6NO2 overall in a non-equilibrium geometry, from the OMol25 dataset.

Geometry as ORCA input:
```
! wB97M-V def2-TZVPD RIJCOSX def2/J DEFGRID3
* xyz 1 1
O -0.8051 1.1985 0.0698
O 0.8160 0.5835 1.4986
H 0.3896 0.7328 2.3521
C 0.4156 0.8820 0.3398
C -1.5263 -1.6752 0.2661
C -0.5682 -2.0734 -0.3463
H 0.8369 1.0003 -1.6709
H 2.2391 0.7162 -0.6812
N 1.2468 0.8858 -0.7265
H 0.0285 -2.7204 -0.9439
H -2.1753 -1.0477 0.6979
H -0.8977 1.5175 -0.8555
*
```

Electronic energy in eV: -8783.948
Highest occupied orbital energy in Eh: -0.5311
Relative energy (zero: lowest compared OMol25 entry of this formula, charge and spin) in kcal per mole: 46.9

These are the Löwdin partial charges, in e, on atoms 1 to 2: number 1, O, carries 0.197; number 2, O, carries 0.271

=====

The following is a quantum chemistry calculation of a 14-piece molecular cluster, C41H108N4O14 overall in a non-equilibrium geometry, from the OMol25 dataset.

Geometry as ORCA input:
```
! wB97M-V def2-TZVPD RIJCOSX def2/J DEFGRID3
* xyz 0 1
C -3.1716 -7.8396 0.4711
H -4.8222 -3.3276 -1.0009
H -4.0914 0.4623 -3.5078
C -2.3228 -4.2285 -1.5323
H -5.4858 1.0315 -1.6835
H -2.1152 -0.4873 3.9539
H 7.3662 -0.7727 3.8123
H -6.4465 -0.3248 -2.3345
C 1.6377 6.6270 -0.9988
C 4.0170 -1.7209 -4.1949
H 1.2466 0.2507 -5.3854
H 3.6750 0.9093 5.7721
C 2.9918 4.3290 2.4361
H -2.5673 -6.0751 -3.8649
C -3.3813 -5.4248 -3.5446
C -4.3697 4.3272 -2.5222
H -1.4073 -2.0027 3.7092
C 8.3696 -0.7112 1.8156
H 0.6603 0.7354 5.2573
C -2.3392 -1.4664 3.5305
H -5.1740 -4.8861 0.6635
H 1.0951 2.8524 -1.7397
H 2.1174 5.9773 -1.7308
C 1.2665 -1.5206 -0.9720
H -4.6747 -0.2967 -0.3107
O -3.7807 -3.2553 3.3570
H -5.4287 -6.5701 0.9500
H 4.4816 -2.2306 -3.3509
H 2.8459 7.8902 -3.0161
C 0.5599 1.0354 -5.7028
H 0.4369 3.1832 -5.5036
O 3.8678 0.3518 -2.8629
H -2.4221 -1.2525 2.4649
H -0.6968 2.9232 -1.3340
H -1.5440 0.1306 0.5306
H -4.3436 -1.4562 3.9036
H 2.0214 -2.9005 6.3039
H -3.5008 3.8434 -2.9683
H 2.9503 2.2702 -6.2874
H 1.1646 -1.7495 2.3254
O -5.3490 -0.8177 -0.7528
H 2.9452 -1.8916 -4.2964
H -1.2766 6.7499 -2.6511
H 0.3947 6.3038 -6.1419
C -3.5340 -2.1457 4.1433
H -2.1311 -3.1958 -1.8237
H 1.7222 2.3867 -4.6087
H 3.4199 0.3706 -4.8063
C -5.4721 -0.0259 -1.9480
C -4.2390 -0.3340 -2.7782
C 1.5141 7.9927 -1.5725
H 4.6138 4.9166 1.0475
C 3.1437 -1.0082 0.7355
O 0.3008 6.6342 -5.2455
H 0.6560 2.9979 5.8538
C 0.2577 1.4083 4.5001
H 4.8908 5.5302 2.6928
C -1.0702 1.0941 0.3427
C 0.3139 2.6943 -0.9961
H 0.6741 0.7470 -2.6963
H -1.6747 3.7589 4.8560
H 3.7368 6.2989 1.7366
H -1.8750 1.7594 0.0299
H 0.3764 -5.8258 4.5888
C -4.6793 -5.7832 1.0356
C 0.5957 -3.7009 5.3396
H -2.7235 -3.5775 0.5108
H 7.8840 -0.3846 0.8959
C -0.2436 2.5824 5.3997
H 4.3602 -2.2085 -5.1074
H -4.3427 -5.8026 -3.8925
H -3.4324 -0.4910 -2.0621
H -5.0122 4.8561 -0.5409
H -0.1495 -1.6615 1.1059
H -1.2654 -6.2060 0.1391
H 0.4796 3.3671 -0.1546
H 2.4026 6.5563 -0.2255
C 7.2206 -1.1130 2.7871
H -4.4314 -1.2058 -3.4035
H -0.7642 -1.3897 -1.1411
C 1.2055 2.4130 -5.5681
H 6.1075 0.3373 2.5801
H -1.5403 7.2853 -5.3446
C -1.4369 6.0355 -3.4586
C -0.0080 0.4254 -1.9092
O -4.9033 -7.0478 -1.6975
O 1.8169 4.6046 1.7032
H -4.8731 -3.4345 -2.7287
N 4.0213 0.1336 5.2258
H 4.5606 -2.8227 4.8400
O 1.8575 1.4527 1.1671
H -1.4447 -4.7015 -1.9719
H 0.4037 -2.7013 4.9495
C 0.6953 -1.1386 1.5542
H -3.2958 4.9078 -0.8403
H 0.5811 8.1525 -2.1129
C 1.7055 -0.7222 0.4533
H 4.6160 0.4432 4.4705
N 1.4742 0.6496 0.1322
H 2.1551 -1.5302 -1.6032
H -0.7786 1.5626 1.2827
H 3.1681 -2.0723 0.9701
C -4.1890 4.3018 -0.9919
H 1.0553 1.7635 3.8477
H -0.0293 -1.4188 -2.8125
H 3.8820 1.3071 -2.9561
H -0.5724 0.9799 3.9384
O 5.9883 -0.5894 2.3596
H -0.2459 0.8922 -4.9830
O -3.9394 3.0202 -0.3526
H 0.3974 -0.2139 2.0484
O 2.1094 2.5297 -6.6710
H -1.2766 5.4827 -5.4510
O 1.8075 -3.8097 6.0821
H -3.4634 -2.3039 5.2194
H 3.9258 -0.6681 0.0567
H -1.9182 -5.6262 1.5263
H -3.3643 3.1974 0.3954
C -1.0298 6.4123 -4.9381
H -0.9078 5.1488 -3.1096
O 3.4877 -1.6185 6.5580
C 3.8951 -1.1248 5.5134
H 4.8040 -1.3284 3.8129
H 2.8606 4.4216 3.5142
H 9.2535 -1.3486 1.8353
C 0.5632 -4.8247 4.2001
H 1.9591 4.0493 0.9331
H 1.2975 -4.7222 3.4011
H 5.0076 0.1642 -4.6387
H 3.1106 3.2694 2.2097
H 1.2177 -2.5980 -0.8141
C 0.1844 1.1787 -0.5643
H 8.7512 0.2341 2.2015
H -2.5236 5.9505 -3.4694
H 3.3244 -0.5779 1.7206
C -3.6839 -4.9672 -2.0377
C -2.1345 -5.6307 0.4580
H -0.7649 2.1147 6.2350
C 0.0494 -1.0588 -1.7866
H -0.2309 -3.6889 6.0501
H -4.4882 -5.7065 2.1059
H -4.7080 5.2950 -2.8924
H -3.0725 -4.5370 -4.0965
H -5.8629 -4.6124 -1.9630
N -3.8695 -6.2422 -1.2663
H -2.8538 -8.0918 1.4828
H 2.7561 1.7235 0.9652
C 4.0942 -0.2069 -4.1739
H -1.0505 0.5990 -2.1758
H -0.3299 -4.6161 3.6110
H -3.6169 -4.0611 3.8525
H -5.2680 3.7747 -2.7976
H -4.0572 -8.4482 0.2885
C 4.1310 5.3042 1.9446
O 2.7392 8.3761 -2.1951
H 0.6657 6.1982 -0.7549
H 0.3004 0.8844 -6.7506
N 4.4866 -1.8387 4.6247
H 1.4585 8.6598 -0.7122
H 7.0965 -2.1955 2.8170
C -4.9501 -4.0337 -1.8214
H -2.3041 -8.2410 -0.0529
H -5.6559 -6.6389 -1.2639
O -0.7994 3.5593 4.5162
C -2.0019 -4.1925 -0.0268
C -3.4752 -6.3882 0.1609
H -1.0325 -3.7215 0.1362
*
```

Electronic energy in eV: -78882.918
Highest occupied orbital energy in Eh: -0.2764
Relative energy (zero: lowest compared OMol25 entry of this formula, charge and spin) in kcal per mole: 55.6

These are the Löwdin partial charges, in e, on atoms 1 to 2: number 1, C, carries -0.051; number 2, H, carries 0.065

=====

Respective Kohn-Sham gap values: 9.3; 8.0; 10.6; 7.3 eV.
Respective molecular weight values: 325.4; 124.2; 88.1; 881.3 g/mol.
Respective LUMO values: 0.165; -10.914; -3.847; -0.200 eV.